No. 1
7
Properties=species:S:1:pos:R:3:nbo_charge:R:1 method="wB97M-V/def2-TZVPD" total_energy_ev=-19546.8287 e_above_lowest_kcal_mol=179.7 fmax_ev_per_a=4.55 orbital_gap_ev="8.131 / 8.102" e_homo_ev="-4.896 / -4.902" charge=-1
C -1.0944 0.4148 -0.2433 0.65
C -0.0358 -0.2315 -0.8432 -0.16
O -2.2384 0.7331 -0.2197 -0.58
O -0.0392 0.6390 0.6225 -0.59
O 0.1437 -2.2760 0.1661 -0.60
O 2.5602 -0.1219 0.1180 -1.06
P 1.5213 0.7124 -0.4567 1.34



No. 2
7
Properties=species:S:1:pos:R:3:lowdin_charge:R:1 method="wB97M-V/def2-TZVPD" total_energy_ev=-32689.8655 s_squared=12.917 e_above_lowest_kcal_mol=7.8 fmax_ev_per_a=6.57 orbital_gap_ev="8.547 / 7.748" spin_multiplicity=7 e_homo_ev="-14.194 / -12.981" charge=+1
O 0.4510 -0.9971 1.6157 -0.02
C 1.2663 -0.6077 2.3634 -0.33
O 2.1015 -0.4022 3.1223 0.33
Tb -0.8677 -0.8610 -0.4156 1.78
O -1.7127 0.5877 -1.8618 -0.29
C -0.4218 0.9082 -1.8780 -0.57
O -0.0277 2.0271 -2.2351 0.11



No. 3
73
Properties=species:S:1:pos:R:3:lowdin_charge:R:1 method="wB97M-V/def2-TZVPD" total_energy_ev=-418937.0722 e_above_lowest_kcal_mol=352.3 fmax_ev_per_a=1.39 orbital_gap_ev=4.813 e_homo_ev=-1.216 charge=-2
Ta 1.2922 -0.7055 0.3609 1.72
C -3.1643 4.9364 0.3052 -0.07
C -2.1515 3.8637 -0.0011 -0.28
C -2.0597 3.2893 -1.2655 -0.05
C -1.1400 2.3004 -1.5433 -0.02
C -0.2574 1.8389 -0.5580 -0.23
N 0.6515 0.8326 -0.8055 -0.10
C 0.3801 -0.2275 -1.7750 -0.48
C -0.9376 -0.6143 -1.9327 -0.26
C -0.9353 -2.9390 -4.0013 -0.15
C 0.2708 -2.4095 -4.2742 -0.42
C 0.6279 -2.8132 -5.7234 -0.11
C 1.3532 -1.6576 -3.6295 -0.05
C 1.4918 -0.7784 -2.6143 -0.15
C 2.9106 -0.3835 -2.1414 -0.31
O 2.9381 -0.4883 -0.7687 -0.26
C 3.2878 1.0592 -2.6394 -0.53
F 2.7280 2.0334 -1.9354 0.17
F 2.9049 1.2202 -3.9246 0.14
F 4.6181 1.2907 -2.6120 0.14
C 4.0591 -1.3240 -2.6306 -0.55
F 4.3433 -1.1654 -3.9476 0.13
F 3.7858 -2.6180 -2.4406 0.12
F 5.1947 -1.0839 -1.9645 0.16
C -0.3103 2.4488 0.7117 -0.09
C -1.2586 3.4332 0.9676 0.00
C 0.7141 2.0030 1.7440 -0.27
O 0.9337 0.6403 1.7274 -0.23
C 0.2694 2.2743 3.2076 -0.55
F 1.0802 1.6894 4.0912 0.17
F -0.9602 1.7870 3.4238 0.14
F 0.2337 3.5915 3.5150 0.13
C 2.0902 2.7495 1.4966 -0.52
F 2.9484 1.9711 0.8492 0.16
F 1.9255 3.8728 0.7785 0.15
F 2.6977 3.1255 2.6430 0.14
H -3.9499 4.9562 -0.4516 0.07
H -2.7072 5.9300 0.3333 0.07
H -3.6396 4.7675 1.2736 0.07
H -2.7393 3.6113 -2.0484 0.10
H -1.1072 1.8425 -2.5202 0.10
H -2.5550 -1.4417 -0.2039 -0.21
H -2.0094 -3.9856 -2.0190 -0.08
H 0.1043 -2.1868 -6.4475 0.06
H 0.3657 -3.8505 -5.9269 0.06
H 1.6988 -2.6923 -5.8989 0.06
H 2.2777 -1.8856 -4.1388 0.08
H -1.3100 3.8913 1.9457 0.11
Br 1.4509 -2.7098 7.1342 0.67
C 1.9598 -2.2177 5.3805 -0.76
C 3.2449 -1.7682 5.1125 -0.75
Br 4.5238 -1.6350 6.5003 0.67
C 3.6044 -1.4046 3.8097 -0.64
Br 5.3105 -0.7402 3.3641 0.76
C 2.6875 -1.5133 2.7745 -0.39
O 2.9195 -1.1564 1.5301 -0.23
C 1.3807 -1.9669 3.0516 -0.38
O 0.5668 -1.9608 1.9967 -0.46
C 1.0239 -2.3066 4.3411 -0.63
Br -0.7551 -2.8721 4.6120 0.74
Te -2.6963 -0.9091 1.3670 1.09
C -4.7910 -0.7595 1.1066 -0.97
C -5.4305 -0.9780 -0.0829 -0.25
C -6.8396 -0.8007 0.0038 -0.22
C -7.2491 -0.4477 1.2524 -0.46
S -5.9156 -0.3356 2.3255 0.91
H -4.8992 -1.2489 -0.9847 0.10
H -7.5162 -0.9277 -0.8301 0.09
H -8.2510 -0.2474 1.5962 0.05
Cl -1.0174 -4.5928 0.7205 0.24
Si -0.3778 -2.7582 0.0691 -0.26
Cl 1.5745 -3.3101 -0.6093 0.38
Cl -1.4934 -2.4321 -2.1320 0.44



No. 4
62
Properties=species:S:1:pos:R:3:nbo_charge:R:1 method="wB97M-V/def2-TZVPD" total_energy_ev=-139540.2515 s_squared=6.028 fmax_ev_per_a=1.54 orbital_gap_ev="6.014 / 6.435" spin_multiplicity=5 e_homo_ev="-4.558 / -5.146" charge=-1
Cr 0.1916 0.6295 -0.5635 1.27
Cl 5.2282 -1.6679 3.5485 -0.01
C 3.8643 -1.6179 2.4780 -0.08
C 3.4398 -0.3943 1.9846 -0.28
C 2.3495 -0.3323 1.1244 0.19
N 1.7925 0.8179 0.5797 -0.65
C 2.3280 2.0487 0.7060 0.62
O 3.3817 2.3759 1.2399 -0.63
C 1.4055 3.0873 0.1408 0.16
C 1.7306 4.4313 0.1739 -0.21
C 0.8059 5.3590 -0.2707 -0.14
C -0.4337 4.9029 -0.7003 -0.24
C -0.6826 3.5447 -0.7105 0.07
N 0.2225 2.6462 -0.3196 -0.44
C 1.6638 -1.5143 0.7564 0.15
C 2.1124 -2.7360 1.2606 -0.25
C 3.2014 -2.7822 2.1151 -0.07
Cl 3.7325 -4.3241 2.7033 -0.01
N 0.6327 -1.3504 -0.1601 -0.67
C -0.2252 -2.3891 -0.4039 0.65
O -0.4351 -3.3264 0.3612 -0.64
C -0.9237 -2.3762 -1.7427 0.09
C -2.0448 -3.1705 -1.9486 -0.22
C -2.6363 -3.1606 -3.2012 -0.18
C -2.0641 -2.3959 -4.2026 -0.24
C -0.9238 -1.6586 -3.9126 0.05
N -0.3757 -1.6428 -2.7052 -0.40
H 3.9671 0.5074 2.2488 0.26
H 2.7060 4.7104 0.5467 0.25
H 1.0325 6.4166 -0.2820 0.22
H -1.1901 5.5943 -1.0426 0.22
H -1.6175 3.1473 -1.0799 0.24
H 1.6054 -3.6455 0.9858 0.26
H -2.4233 -3.7599 -1.1244 0.23
H -3.5324 -3.7386 -3.3886 0.21
H -2.4920 -2.3638 -5.1952 0.21
H -0.4323 -1.0583 -4.6704 0.23
O -3.7198 0.6455 -1.7875 -0.63
C -2.6362 0.5834 -1.2280 0.76
O -1.5077 0.9922 -1.6672 -0.73
C -2.5429 -0.0033 0.1658 0.14
C -3.6148 -0.7188 0.7133 -0.23
C -3.4623 -1.3140 1.9297 -0.11
C -2.2721 -1.0823 2.6539 -0.10
C -2.0655 -1.6107 3.9448 -0.18
C -0.9508 -1.2837 4.6654 -0.19
C -0.0126 -0.3873 4.1278 -0.19
C -0.1753 0.1242 2.8685 -0.21
C -1.2784 -0.2501 2.0765 0.25
N -1.3932 0.2056 0.7854 -0.46
H -4.5117 -0.8081 0.1175 0.25
H -4.2456 -1.9268 2.3580 0.22
H -2.8190 -2.2719 4.3554 0.21
H -0.7936 -1.6996 5.6517 0.21
H 0.8496 -0.1007 4.7156 0.22
H 0.5306 0.8362 2.4712 0.23
Cl 3.7373 2.6553 -4.3615 0.05
C 2.0822 2.1948 -4.1864 -0.22
Cl 1.8515 0.5016 -5.8774 -0.56
Cl 0.9266 3.3813 -4.7169 0.04
C 1.7167 1.5504 -3.0183 0.41
N 1.3458 0.9728 -2.0863 -0.43